[1]
13
Properties=species:S:1:pos:R:3:forces:R:3:nbo_charge:R:1 method="wB97M-V/def2-TZVPD" e_homo_ha=-0.5076 total_charge=+1 multiplicity=1 smiles="NCN(I)C=[NH2+]" lumo_energy_ha=-0.198
C -0.4675 0.8573 0.9910 0.83 1.77 -2.18 -0.03
C -0.3785 -0.7835 -0.9214 2.95 2.77 -1.71 0.35
N 0.1396 0.3427 -0.4154 -0.94 -0.54 1.65 -0.54
N 0.1125 -1.0998 -2.1267 0.97 -1.09 -0.70 -0.75
N -0.0180 0.2651 2.0894 -0.20 -2.93 2.74 -0.81
I 1.8328 1.5499 -0.9525 -1.30 -1.34 -0.12 0.44
H 0.0429 1.8442 1.0156 -1.27 -0.18 -0.33 0.21
H -1.5349 0.8921 0.7982 -0.09 -0.06 0.17 0.21
H -1.1299 -1.3309 -0.3567 -0.11 0.12 -0.40 0.25
H 1.0522 -0.6277 -2.3694 -2.28 -1.09 0.18 0.43
H -0.2055 -1.8904 -2.7344 0.45 1.05 1.18 0.45
H 0.8346 0.6085 2.4255 1.17 0.34 0.65 0.39
H -0.2802 -0.6274 2.5568 -0.16 1.19 -1.15 0.41

=====

[2]
12
Properties=species:S:1:pos:R:3:forces:R:3:nbo_charge:R:1 method="wB97M-V/def2-TZVPD" e_homo_ha="-0.3530 / -0.2782" total_charge=0 multiplicity=1 lumo_energy_ha="-0.037 / -0.117"
C 2.2196 0.0312 -0.6286 0.96 -3.30 -2.18 -0.43
C -1.5410 -0.9416 0.5618 -1.27 1.21 -0.89 -0.98
N 1.0341 -0.4918 0.0015 -0.39 0.66 -0.41 -0.82
P -0.3060 0.3124 0.2904 0.32 -0.28 1.70 1.09
I -2.7638 3.2617 1.1251 0.30 -0.29 0.04 -0.20
H 2.3881 1.0167 -0.3601 0.64 2.03 0.31 0.19
H 3.1463 -0.6203 -0.3995 -1.50 1.06 0.08 0.20
H 2.1571 -0.0809 -1.7885 -0.12 0.50 1.79 0.19
H -2.4957 -0.5181 0.9819 0.72 -0.36 -1.24 0.26
H -1.3262 -1.7743 1.1245 1.24 -1.42 2.05 0.26
H -1.4654 -1.4148 -0.4203 -1.41 0.21 -0.38 0.25
H -1.0471 1.2199 -0.4882 0.51 -0.02 -0.86 -0.03

=====

[3]
10
Properties=species:S:1:pos:R:3:forces:R:3:nbo_charge:R:1 method="wB97M-V/def2-TZVPD" e_homo_ha=-0.3080 total_charge=0 multiplicity=1 lumo_energy_ha=-0.013
C -2.0070 0.2007 -0.4243 5.40 0.88 1.50 0.04
N -0.6998 0.7057 -0.3691 -4.09 -1.53 0.21 -0.76
C 2.2811 -0.6439 0.7405 -1.32 0.29 -1.22 -0.89
H -2.0398 -0.8681 -0.0878 -1.30 0.82 -0.11 0.18
H -2.7999 0.8920 -0.7256 -0.50 -0.71 -0.30 0.18
H -0.9419 0.3625 -1.3771 0.35 0.60 -1.35 0.37
H 1.3312 -0.1373 0.2949 2.07 -0.47 0.64 0.26
H 1.8635 -1.2577 1.5382 0.48 -0.05 0.21 0.20
H 3.0931 0.0194 1.0667 -0.68 0.08 0.17 0.21
H 2.7472 -1.2915 -0.0227 -0.43 0.09 0.26 0.20

=====

| no. | energy (eV) |
| --- | --- |
| 1 | -14750.4601 |
| 2 | -21063.6747 |
| 3 | -3672.8696 |